No. 1
62
Properties=species:S:1:pos:R:3:forces:R:3:lowdin_charge:R:1 method="wB97M-V/def2-TZVPD" e_tot_ev=-62354.83070 e_homo_ev="-15.2 / -15.2" charge=+2 max_force_ev_per_a=2.0
Pd 0.06439 0.15531 -0.33605 0.07 -0.68 -0.32 0.737
O 1.37462 1.48571 1.05914 -0.24 0.00 -1.21 -0.394
S 1.26127 0.49095 2.18602 -0.30 -1.21 1.12 0.532
O 0.99267 1.04722 3.46197 0.23 0.26 -0.06 -0.203
O 0.32565 -0.56087 1.72323 0.50 -0.01 0.83 -0.376
C 2.85161 -0.28347 2.12863 -0.22 0.33 0.03 -0.257
C 3.49360 -0.69415 3.27585 -0.04 0.09 -0.04 0.002
C 4.70883 -1.36056 3.14854 -0.03 -0.04 -0.06 0.000
C 5.24135 -1.60827 1.89103 0.07 0.01 0.09 -0.020
C 4.59207 -1.18071 0.74117 -0.09 -0.01 -0.19 -0.054
C 3.38708 -0.48516 0.85996 -0.60 -0.17 -0.04 -0.289
P 2.56980 0.19671 -0.61252 1.43 0.46 -0.03 1.216
C 3.31879 1.76918 -1.07904 -0.79 0.09 -0.09 -0.330
C 4.67769 1.76655 -1.40065 -0.01 -0.22 -0.03 -0.070
C 5.27107 2.94925 -1.80281 0.08 0.05 0.02 -0.039
C 4.52400 4.11827 -1.88795 -0.07 -0.04 0.03 -0.027
C 3.16812 4.10605 -1.59054 0.08 0.03 0.00 -0.034
C 2.55784 2.93287 -1.17990 -0.02 -0.13 0.05 -0.061
C 2.85397 -0.97784 -1.91996 -0.81 0.33 0.50 -0.348
C 3.05628 -0.52955 -3.23492 0.03 0.10 -0.07 -0.042
C 3.27663 -1.45579 -4.23283 0.03 0.00 -0.08 -0.024
C 3.24866 -2.81891 -3.94065 -0.05 0.10 0.07 0.002
C 2.99466 -3.26557 -2.64364 -0.03 -0.08 0.04 -0.030
C 2.77025 -2.35323 -1.63548 0.07 -0.06 0.05 -0.082
H 3.04600 -0.48964 4.23976 0.03 -0.04 0.01 0.137
H 5.22795 -1.69925 4.03465 0.02 -0.01 -0.01 0.131
H 6.17496 -2.14654 1.79861 0.02 0.04 -0.01 0.128
H 5.03106 -1.37614 -0.22779 0.00 -0.02 0.00 0.117
H 5.26736 0.86070 -1.33625 0.03 0.01 -0.02 0.113
H 6.32303 2.95820 -2.05419 0.01 0.00 0.05 0.123
H 5.00368 5.04220 -2.18094 0.00 -0.01 -0.06 0.124
H 2.58770 5.01458 -1.67686 -0.01 0.00 0.03 0.116
H 1.50727 2.91432 -0.92706 0.06 0.08 -0.05 0.078
H 3.08027 0.53069 -3.45288 -0.03 -0.02 -0.02 0.121
H 3.46440 -1.12040 -5.24365 0.01 -0.02 0.00 0.127
H 3.40794 -3.53898 -4.73246 0.02 0.00 0.00 0.130
H 2.96356 -4.32529 -2.42978 0.01 0.00 -0.01 0.126
H 2.56027 -2.68803 -0.62624 0.00 -0.03 -0.02 0.122
N -1.55945 -2.45969 -1.04278 0.09 -0.44 -0.21 0.216
C -0.72510 -1.67742 -1.13804 -0.48 1.47 0.25 -0.030
H -2.25765 -3.18473 -0.99293 0.06 0.02 -0.02 0.136
C -3.34696 3.64563 -1.93470 0.10 -0.39 0.30 0.011
C -2.89723 3.36892 -0.49934 0.19 1.09 -0.76 -0.424
C -3.95380 3.80474 0.48554 0.05 -0.32 0.16 0.016
O -2.70154 1.91473 -0.39365 0.09 -1.95 0.15 0.175
B -1.41003 1.69048 -0.58287 0.52 1.82 -0.41 -0.523
O -0.61974 2.77956 -0.68210 0.55 -0.89 -0.38 0.070
C -1.43895 3.91283 -0.23324 -0.71 0.37 0.94 -0.426
C -1.04569 5.15389 -0.99969 0.13 -0.22 -0.16 0.014
C -1.15853 4.09330 1.26053 0.13 -0.24 -0.39 0.015
H -4.22738 3.04078 -2.14881 -0.03 0.07 -0.02 0.107
H -2.56365 3.37844 -2.64530 -0.04 0.06 -0.06 0.099
H -3.60240 4.69647 -2.05188 0.01 0.02 -0.05 0.107
H -4.91562 3.37960 0.20065 0.00 0.05 -0.05 0.107
H -4.04369 4.89049 0.47801 0.02 0.02 0.00 0.112
H -3.73070 3.46910 1.49641 0.02 0.08 0.01 0.097
H -0.99865 4.97170 -2.07216 -0.09 0.04 0.00 0.098
H -0.06284 5.48796 -0.66604 -0.02 0.03 0.02 0.095
H -1.75778 5.95418 -0.80151 -0.01 0.02 0.00 0.112
H -1.48817 3.22231 1.82872 -0.02 0.05 0.08 0.102
H -1.66036 4.98322 1.63432 -0.02 -0.01 0.06 0.109
H -0.08338 4.20409 1.40408 -0.02 0.06 0.03 0.102

No. 2
60
Properties=species:S:1:pos:R:3:forces:R:3:lowdin_charge:R:1 method="wB97M-V/def2-TZVPD" e_tot_ev=-40808.19062 e_homo_ev=-10.6 charge=+1 max_force_ev_per_a=3.5
C 5.90244 0.53881 -0.13800 0.89 -0.07 -0.50 -0.013
C 4.85022 0.68792 0.85403 -1.00 0.50 1.60 -0.327
C 4.91394 1.18545 2.12583 -0.12 -0.09 -0.39 -0.019
C 3.57913 1.20731 2.63349 -0.76 -0.42 -0.28 -0.021
C 2.76225 0.63519 1.67602 -0.20 2.24 -1.00 -0.090
B 1.16923 0.49182 1.26733 2.06 0.31 1.93 -0.696
N 0.47019 0.79544 -0.16201 -0.77 -0.15 -0.53 -0.124
C 0.62061 2.11705 -0.84587 0.02 -0.01 -0.09 0.059
C 0.76744 -0.36094 -1.05431 -0.46 0.71 -0.14 0.023
C 1.23857 -1.41333 -0.09398 0.89 -2.12 1.17 -0.391
O 1.66397 -2.50428 -0.38956 -0.71 1.52 0.16 0.162
O 1.08547 -0.99356 1.22543 -0.69 -0.45 -2.31 0.052
C -0.95937 0.64036 0.33817 0.15 0.11 -0.74 0.015
C -0.91507 1.46856 1.58131 -0.24 0.85 2.20 -0.419
O -1.77706 2.20586 2.00374 1.28 -1.15 -0.61 0.157
O 0.30743 1.23881 2.20157 -1.40 -0.04 -1.47 0.152
O 3.55519 0.36321 0.56253 0.44 -0.25 0.17 0.040
H 6.45877 1.48857 -0.19526 -0.21 -0.34 -0.26 0.098
H 6.62724 -0.20885 0.21568 -0.20 0.02 -0.40 0.097
H 5.49695 0.26689 -1.11857 0.26 0.03 0.21 0.092
H 5.81178 1.53239 2.62591 -0.22 -0.09 -0.12 0.120
H 3.26687 1.62998 3.58941 0.02 -0.25 -0.36 0.119
H -0.23056 2.19493 -1.54966 0.63 0.18 0.20 0.119
H 0.57052 2.94539 -0.11085 0.10 -0.58 -0.39 0.132
H 1.58832 2.11289 -1.38383 -0.58 0.18 0.40 0.122
H -0.17274 -0.67867 -1.54504 0.61 0.01 0.07 0.164
H 1.49812 -0.07451 -1.82125 -0.04 -0.33 0.39 0.161
H -1.70794 0.95750 -0.40207 0.41 0.11 0.22 0.162
H -1.13055 -0.41944 0.58658 0.08 0.47 0.04 0.150
C -5.23816 -0.87039 2.58489 0.27 0.28 0.27 -0.027
O -4.32384 -0.12953 3.44511 1.00 -0.56 0.15 -0.043
C -3.05299 -0.57274 3.58485 -0.66 0.13 -0.38 -0.235
C -2.16468 0.10952 4.46434 -0.41 0.15 -0.10 0.028
C -0.81735 -0.17518 4.43153 0.12 0.36 -0.30 0.015
C -0.29727 -1.28899 3.68486 0.61 0.23 0.10 -0.162
C 1.12098 -1.50815 3.42118 -1.83 -1.56 2.49 0.161
C 1.52621 -2.91633 3.30680 0.27 -1.60 -1.49 -0.163
C 2.40058 -3.67326 4.15385 -0.20 0.73 -0.14 0.010
C 2.62009 -5.04230 3.93562 0.15 0.62 -0.21 -0.025
C 2.04414 -5.71642 2.85064 -0.24 0.23 0.30 -0.263
C 2.44632 -7.11056 2.46957 -0.08 -0.22 -0.04 -0.040
C 1.07445 -5.04404 2.10658 0.56 0.29 -0.17 -0.013
C 0.92111 -3.67370 2.26029 -0.41 0.01 0.34 -0.063
C -1.30880 -2.15195 3.16300 0.19 -0.49 -0.49 0.015
C -2.59020 -1.71868 2.91444 -0.08 -0.01 0.25 0.005
H -6.15995 -0.28837 2.63489 0.18 -0.18 -0.12 0.102
H -4.85674 -0.90564 1.55065 -0.17 0.04 0.41 0.099
H -5.41680 -1.88614 2.97449 0.16 0.40 -0.11 0.106
H -2.59746 0.89819 5.08794 0.40 -0.20 -0.30 0.141
H -0.12997 0.45474 5.00426 -0.22 -0.18 -0.31 0.142
H 1.86733 -0.73179 3.63690 -0.42 -0.23 0.00 0.139
H 2.88661 -3.16629 4.99568 -0.17 -0.30 -0.30 0.120
H 3.29916 -5.60724 4.58038 -0.15 0.41 -0.12 0.124
H 1.89580 -7.39769 1.56163 0.09 -0.18 0.46 0.081
H 3.51497 -7.17614 2.20516 -0.34 0.14 0.29 0.096
H 2.24601 -7.80501 3.30236 0.09 0.08 -0.45 0.095
H 0.51186 -5.59289 1.34332 0.37 0.40 0.09 0.127
H 0.29997 -3.15678 1.53213 0.30 -0.21 0.28 0.096
H -1.11979 -3.19173 2.90400 0.26 0.50 -0.14 0.118
H -3.24039 -2.30585 2.26226 0.15 0.03 0.58 0.119

No. 3
67
Properties=species:S:1:pos:R:3:forces:R:3:lowdin_charge:R:1 method="wB97M-V/def2-TZVPD" e_tot_ev=-161307.27614 e_homo_ev=-14.0 charge=+2 max_force_ev_per_a=1.4
W -0.41005 0.60034 -1.22327 -0.75 -1.14 -0.29 1.407
Br 3.42921 0.14605 -2.96323 0.10 -0.05 0.17 0.955
C 2.35148 -1.37129 -2.72743 -0.05 0.09 -0.14 -0.682
C 2.84585 -2.54478 -3.29567 0.00 -0.03 0.03 -0.070
C 2.08340 -3.69054 -3.25566 0.03 0.00 -0.02 0.015
C 0.82601 -3.61882 -2.67229 -0.03 0.00 0.00 0.051
C 0.43258 -2.42174 -2.12588 0.01 0.02 0.04 -0.186
N 1.17400 -1.29286 -2.10631 -0.01 0.14 -0.08 0.035
C -0.93797 -2.28865 -1.56229 0.17 -0.13 -0.02 -0.518
O -1.85002 -3.01899 -1.78907 0.01 -0.03 0.13 0.195
O -1.02909 -1.21763 -0.75564 0.26 0.24 0.21 -0.356
H 3.81498 -2.52783 -3.77208 0.00 0.01 0.01 0.115
H 2.44666 -4.61023 -3.69369 0.00 0.00 0.00 0.136
H 0.14424 -4.45709 -2.64528 -0.01 0.01 0.01 0.143
C 0.14574 -1.74040 1.82331 -0.10 0.02 0.03 -0.223
Sb -0.97897 0.05489 1.54916 0.32 -0.66 0.37 1.473
C -2.94349 -0.68830 1.79410 0.00 0.20 -0.17 -0.225
C -0.59815 0.92073 3.49271 -0.17 0.22 -0.15 -0.251
C 0.76193 0.59215 4.02176 0.03 -0.01 -0.01 -0.306
C 0.87759 -0.19933 5.16079 0.00 -0.02 -0.02 -0.033
C 2.12172 -0.50804 5.68945 0.01 0.00 0.00 -0.046
C 3.26885 -0.02216 5.08008 0.00 0.00 0.00 -0.047
C 3.16271 0.76515 3.94389 0.00 -0.02 0.00 -0.045
C 1.91933 1.07380 3.39977 -0.06 -0.01 0.01 -0.294
C 1.82493 1.93812 2.18605 0.02 -0.06 -0.05 -0.287
Sb 1.99042 0.98630 0.23798 0.63 0.37 0.57 1.304
C 3.33849 -0.59731 0.68734 -0.12 -0.03 -0.09 -0.245
C 3.19354 2.54635 -0.54841 -0.01 -0.05 -0.11 -0.279
H 0.89831 -1.87357 1.04900 -0.02 0.04 -0.02 -0.009
H -0.55527 -2.57239 1.76999 0.00 0.00 0.00 0.037
H 0.62473 -1.72747 2.80047 0.00 0.01 0.00 0.027
H -2.85016 -1.43595 2.58120 -0.06 0.00 0.01 0.035
H -3.28542 -1.15165 0.87227 0.03 -0.01 -0.01 0.025
H -3.62860 0.09697 2.10373 0.02 0.02 0.00 0.030
H -1.37425 0.42906 4.08267 0.00 0.06 0.04 0.075
H -0.81908 1.98831 3.47905 0.02 0.00 -0.03 0.082
H -0.01735 -0.56814 5.64804 0.00 0.01 0.00 0.123
H 2.19309 -1.11677 6.58028 0.00 0.00 0.00 0.118
H 4.24249 -0.24335 5.49546 0.00 0.00 0.00 0.118
H 4.05973 1.16417 3.48301 0.00 0.00 0.00 0.124
H 2.67867 2.61502 2.12908 0.01 0.00 0.03 0.077
H 0.93079 2.55914 2.17778 0.01 0.01 -0.05 0.034
H 4.33766 -0.20439 0.50818 0.03 -0.03 0.01 0.031
H 3.17296 -1.47273 0.06615 -0.02 0.00 -0.05 0.007
H 3.21781 -0.85585 1.73835 0.00 0.01 -0.01 0.014
H 4.20532 2.34820 -0.19281 0.00 0.01 -0.02 0.038
H 2.82966 3.48248 -0.13143 -0.02 -0.02 0.04 0.027
H 3.17724 2.59566 -1.63064 -0.03 -0.01 0.02 -0.021
Cl -7.16174 0.58563 -4.11267 -0.01 0.01 0.00 0.763
C -5.70188 0.70425 -3.22000 0.02 -0.01 -0.01 -0.642
C -5.70740 1.31492 -1.95619 0.00 0.01 0.01 -0.020
C -4.55674 1.41983 -1.20543 0.00 -0.01 0.00 0.039
C -3.35275 0.92128 -1.69720 -0.05 -0.05 0.04 -0.267
O -2.27988 1.03960 -0.91268 -0.14 0.26 -0.08 -0.376
C -3.33530 0.31951 -2.97552 -0.03 0.07 -0.02 -0.113
C -2.15257 -0.14780 -3.56712 0.05 -0.01 0.00 -0.060
O -0.99669 -0.10918 -3.05942 -0.26 0.01 -0.06 -0.141
C -4.52880 0.21564 -3.72744 -0.01 -0.01 0.01 -0.005
H -6.63795 1.71315 -1.57309 0.00 -0.01 0.00 0.129
H -4.57014 1.89903 -0.23641 0.01 0.00 0.00 0.136
H -2.20390 -0.58882 -4.56357 0.00 0.00 0.00 0.172
H -4.50666 -0.24753 -4.70554 0.00 0.00 0.00 0.134
O 0.76795 4.02675 -2.98006 0.06 0.04 0.07 -0.216
S 0.06683 2.95448 -2.39586 0.01 0.09 -0.26 0.234
O 0.87530 1.60828 -2.39932 0.00 0.36 -0.10 -0.673
O -1.23084 2.52315 -2.88619 0.04 0.30 -0.09 -0.323
S -0.23106 2.98323 -0.36632 0.04 -0.22 0.08 0.497